Computed, not measured: a structure of composition C25H52BrN4O5PSi2, with wB97M-V/def2-TZVPD.

For the HOMO energy, the calculation gives -8.42 eV. The value obtained for the LUMO energy is -0.2057 eV. The HOMO-LUMO gap comes out at 0.3020 Ha.

```
! wB97M-V def2-TZVPD RIJCOSX def2/J DEFGRID3
* xyz 0 1
C 7.438 -5.881 0.558
O 8.059 -4.749 -0.018
C 7.544 -3.491 0.389
C 7.390 -2.560 -0.819
C 6.053 -1.822 -0.834
C 5.813 -0.965 0.430
C 4.455 -1.197 1.090
C 3.259 -0.995 0.132
C 2.249 0.087 0.596
C 0.869 -0.463 0.984
C -0.188 -0.321 -0.132
C -1.558 0.163 0.383
Si -2.819 -1.147 0.783
Br -2.034 -3.214 0.436
O -4.173 -0.868 -0.156
Si -5.636 -1.531 0.154
O -6.753 -0.521 -0.518
O -5.885 -1.555 1.846
N -7.225 -1.850 2.156
O -7.355 -2.072 3.286
P -5.829 -3.563 -0.733
C -6.890 -4.523 0.434
C -7.023 -3.229 -2.095
H 6.717 -6.309 -0.141
H 8.206 -6.628 0.753
H 6.937 -5.645 1.495
H 6.584 -3.611 0.895
H 8.243 -3.052 1.105
H 7.446 -3.195 -1.703
H 8.226 -1.864 -0.863
H 5.259 -2.561 -0.935
H 6.028 -1.169 -1.705
H 5.921 0.091 0.178
H 6.589 -1.173 1.170
H 4.423 -2.207 1.498
H 4.370 -0.514 1.935
H 3.605 -0.755 -0.867
H 2.728 -1.942 0.058
H 2.651 0.604 1.463
H 2.138 0.813 -0.210
H 0.518 0.090 1.853
H 0.961 -1.505 1.287
H 0.185 0.441 -0.820
H -0.271 -1.235 -0.715
H -1.430 0.818 1.245
H -2.014 0.785 -0.389
H -3.181 -1.108 2.211
H -7.403 -0.211 0.114
H -7.894 -4.100 0.479
H -6.468 -4.554 1.433
H -6.958 -5.529 0.032
H -7.156 -4.131 -2.683
H -6.665 -2.410 -2.712
H -7.984 -2.928 -1.678
C 1.307 5.744 0.568
C 0.751 4.569 -0.227
C -0.137 3.645 0.613
C 0.606 3.060 1.728
N 1.192 2.561 2.579
H 1.946 5.404 1.384
H 1.907 6.392 -0.071
H 0.502 6.346 0.995
H 1.575 3.990 -0.648
H 0.160 4.941 -1.066
H -0.534 2.829 0.006
H -0.989 4.193 1.017
C -5.656 1.821 2.517
C -5.227 3.275 2.675
C -5.175 4.024 1.338
C -4.220 3.400 0.424
N -3.457 2.910 -0.278
H -4.948 1.263 1.902
H -5.708 1.325 3.486
H -6.640 1.753 2.048
H -4.245 3.316 3.150
H -5.922 3.795 3.335
H -4.878 5.063 1.486
H -6.156 4.023 0.860
C 0.712 2.011 -4.025
C 1.782 2.415 -3.018
C 3.168 1.854 -3.357
C 3.157 0.393 -3.379
N 3.105 -0.753 -3.393
H 0.581 0.929 -4.051
H -0.249 2.453 -3.762
H 0.973 2.347 -5.031
H 1.491 2.073 -2.022
H 1.853 3.504 -2.974
H 3.903 2.177 -2.617
H 3.499 2.210 -4.333
*
```